C3H7N2S | ωB97M-V with the def2-TZVPD basis set

Calculated values
- charge = +1
- E_tot (eV) = -17030.787
- energy relative to the best compared isomer or geometry (same formula, charge and spin) (kcal/mol) = 64.2
- LUMO energy (eV) = -3.500
- orbital gap (eV) = 10.405
- highest occupied orbital energy (eV) = -13.9044

Each line ends with the natural charge from an NBO analysis.
Atoms and positions in Å:
C: 0.135 0.977 0.621  -0.27
C: 0.048 0.785 -0.941  -0.14
C: -0.026 -1.206 -0.468  -0.02
N: -0.912 -0.340 -1.028  -0.58
N: 0.382 -0.388 1.149  -0.62
S: 1.353 -0.533 -1.328  0.30
H: 0.978 1.650 0.641  0.26
H: -0.848 1.259 0.969  0.23
H: 0.174 1.652 -1.665  0.29
H: -0.306 -2.330 -0.420  0.29
H: -1.871 -0.234 -0.871  0.41
H: 1.219 -0.715 1.511  0.43
H: -0.325 -0.579 1.831  0.41

Force components x, y, z for each atom (eV/Å):
1.329 -0.204 -1.570
0.766 -1.065 -0.871
-0.976 -2.816 -0.704
1.487 1.063 -0.609
-3.332 0.592 -1.678
0.636 0.644 0.309
-0.063 0.420 1.453
0.229 0.818 0.348
-1.064 -0.971 1.185
0.733 2.039 0.576
-1.716 -0.079 0.667
2.441 -0.107 0.397
-0.470 -0.333 0.497

C3H7N2S2 | ωB97M-V with the def2-TZVPD basis set

Calculated values
- charge = +1
- E_tot (eV) = -27863.265
- energy relative to the best compared isomer or geometry (same formula, charge and spin) (kcal/mol) = 129.8
- LUMO energy (spin up / spin down) (eV) = -6.033 / -5.702
- orbital gap (spin up / spin down) (eV) = 5.275 / 7.437
- highest occupied orbital energy (spin up / spin down) (eV) = -11.3087 / -13.1399

Each line ends with the natural charge from an NBO analysis.
Atoms and positions in Å:
C: 1.549 -0.652 -0.162  0.03
C: -0.051 1.866 0.085  0.14
C: 0.011 -1.519 1.528  -0.07
N: 0.948 -1.162 0.775  -0.40
N: -1.213 1.353 0.305  -0.60
S: 2.816 -0.257 -0.949  0.17
S: -0.579 -0.880 -2.276  -0.22
H: 0.672 2.395 0.682  0.25
H: 0.423 1.673 -0.898  0.25
H: -0.227 -2.596 1.392  0.20
H: -0.736 -1.029 2.065  0.19
H: -1.768 1.558 1.167  0.45
H: -1.693 0.870 -0.468  0.46
H: -0.151 -1.619 -3.248  0.14

Force components x, y, z for each atom (eV/Å):
-0.203 -1.043 1.095
0.329 -1.372 -1.988
-0.982 -4.183 -0.540
0.233 2.060 -1.354
0.208 1.355 0.667
1.299 0.833 -0.965
-0.599 0.844 1.387
-0.763 0.340 1.262
-0.765 -0.081 0.305
0.111 0.482 0.609
-0.429 1.771 1.020
0.734 -0.387 -0.854
0.256 0.130 0.401
0.570 -0.749 -1.045

C3H7N2S2 | ωB97M-V with the def2-TZVPD basis set

Calculated values
- charge = +1
- E_tot (eV) = -27866.413
- energy relative to the best compared isomer or geometry (same formula, charge and spin) (kcal/mol) = 57.2
- LUMO energy (eV) = -3.741
- orbital gap (eV) = 9.701
- highest occupied orbital energy (eV) = -13.4415

Each line ends with the natural charge from an NBO analysis.
Atoms and positions in Å:
C: 2.183 0.214 -0.288  0.16
C: 2.599 -1.048 -0.824  -0.45
C: -2.151 -0.057 0.396  -0.03
N: 1.297 1.095 -0.128  -0.68
N: -3.430 -0.230 0.672  -0.69
S: 3.793 0.073 0.155  0.32
S: -1.469 1.408 0.283  0.08
H: 2.080 -1.987 -0.527  0.26
H: 2.933 -1.098 -1.813  0.26
H: -1.367 -0.847 0.281  0.24
H: -0.037 1.041 -0.120  0.28
H: -4.090 0.596 0.663  0.43
H: -3.886 -1.071 0.693  0.42
H: 1.545 1.911 0.558  0.41

Force components x, y, z for each atom (eV/Å):
0.631 1.301 0.089
-0.799 -0.590 0.836
0.440 -1.028 0.233
-0.949 1.646 1.588
0.246 3.266 -0.466
0.405 -1.370 0.255
-0.728 2.015 -0.102
0.896 0.686 0.540
0.230 0.146 -1.483
-1.701 -0.206 0.209
1.017 -0.059 -0.111
1.385 -1.176 0.117
-0.873 -2.690 0.094
-0.202 -1.943 -1.799

C3H7N2Si | ωB97M-V with the def2-TZVPD basis set

Calculated values
- charge = +1
- E_tot (eV) = -14075.059
- energy relative to the best compared isomer or geometry (same formula, charge and spin) (kcal/mol) = 10.9
- LUMO energy (eV) = -3.614
- orbital gap (eV) = 10.806
- highest occupied orbital energy (eV) = -14.4203

Each line ends with the natural charge from an NBO analysis.
Atoms and positions in Å:
C: -0.260 -1.854 0.353  -0.05
C: -0.078 -0.689 1.031  -0.04
C: -0.236 -0.199 -1.071  0.26
N: -0.355 -1.517 -0.964  -0.45
N: -0.066 0.336 0.131  -0.62
Si: 0.335 2.101 0.423  1.02
H: -0.327 -2.863 0.705  0.26
H: 0.046 -0.519 2.081  0.26
H: -0.263 0.355 -1.989  0.25
H: -0.490 -2.164 -1.730  0.46
H: -0.711 2.805 -0.304  -0.13
H: 1.967 2.012 -0.534  -0.10
H: 0.437 2.198 1.868  -0.12

Force components x, y, z for each atom (eV/Å):
0.077 0.120 0.743
-0.040 -0.806 0.419
-0.057 0.149 -0.511
-0.027 0.226 -0.225
-0.176 0.208 -0.344
3.200 -0.850 -2.263
-0.011 -0.155 0.029
0.018 -0.022 0.215
0.000 0.026 -0.201
-0.002 0.125 0.012
-0.061 0.267 0.071
-2.917 0.560 1.875
-0.004 0.151 0.179

C3H7N2Si | ωB97M-V with the def2-TZVPD basis set

Calculated values
- charge = +1
- E_tot (eV) = -14070.673
- energy relative to the best compared isomer or geometry (same formula, charge and spin) (kcal/mol) = 112.0
- LUMO energy (eV) = -5.843
- orbital gap (eV) = 7.708
- highest occupied orbital energy (eV) = -13.5510

Each line ends with the natural charge from an NBO analysis.
Atoms and positions in Å:
C: -0.695 -0.305 1.636  -0.16
C: 0.511 -0.371 0.986  0.07
C: -1.507 0.692 -0.318  0.30
N: -1.690 0.186 0.845  -0.45
N: 0.624 0.240 -0.123  -0.71
Si: 1.652 -0.017 -1.489  1.05
H: -1.165 -0.889 2.400  0.25
H: 1.340 -0.940 1.543  0.27
H: -2.045 0.790 -1.296  0.29
H: -2.596 0.367 1.329  0.49
H: 3.032 0.076 -1.056  -0.11
H: 1.671 1.226 -2.352  -0.14
H: 0.867 -1.057 -2.106  -0.14

Force components x, y, z for each atom (eV/Å):
-1.792 -1.000 0.326
1.093 -1.174 2.757
3.525 -1.111 -0.410
-0.736 1.479 -0.416
-4.048 1.335 -0.971
0.416 2.063 -1.902
0.938 -0.055 0.936
-0.901 1.066 -1.162
0.747 0.234 1.193
0.443 -0.474 -0.605
0.386 -0.955 0.417
-0.515 -0.589 0.338
0.445 -0.820 -0.502

C3H7N3 | ωB97M-V with the def2-TZVPD basis set

Calculated values
- E_tot (eV) = -7692.289
- energy relative to the best compared isomer or geometry (same formula, charge and spin) (kcal/mol) = 55.1
- LUMO energy (eV) = 0.777
- orbital gap (eV) = 9.604
- highest occupied orbital energy (eV) = -8.8268

Each line ends with the natural charge from an NBO analysis.
Atoms and positions in Å:
N: -2.357 -1.315 -1.122  -0.38
C: -1.387 -1.014 -0.573  0.25
C: -0.127 -0.688 -0.018  -0.11
N: -1.144 -0.144 1.198  -0.89
C: 0.754 0.353 -0.769  -0.22
N: 1.836 0.738 0.121  -0.83
H: 0.540 -1.555 0.215  0.26
H: -1.650 0.743 1.140  0.39
H: -1.619 -0.772 1.852  0.40
H: 1.217 -0.061 -1.692  0.22
H: 0.096 1.162 -1.115  0.18
H: 2.422 1.455 -0.295  0.37
H: 1.424 1.121 0.964  0.36

Force components x, y, z for each atom (eV/Å):
-0.165 0.001 -0.022
-0.378 -1.485 -3.023
-1.272 0.724 1.403
2.436 0.741 1.190
-0.593 -0.015 0.305
-0.147 0.185 0.108
-0.976 0.742 0.655
0.738 -0.532 -0.708
0.821 -0.131 -0.849
-0.617 -0.314 0.629
0.071 0.109 0.146
-0.094 -0.110 0.048
0.176 0.085 0.118

C3H7N3 | ωB97M-V with the def2-TZVPD basis set

Calculated values
- E_tot (eV) = -7690.032
- energy relative to the best compared isomer or geometry (same formula, charge and spin) (kcal/mol) = 107.2
- LUMO energy (spin up / spin down) (eV) = 0.791 / 0.789
- orbital gap (spin up / spin down) (eV) = 7.470 / 7.533
- highest occupied orbital energy (spin up / spin down) (eV) = -6.6796 / -6.7436

Each line ends with the natural charge from an NBO analysis.
Atoms and positions in Å:
C: 0.854 0.313 -1.612  -0.23
C: 1.140 0.264 -0.177  -0.19
C: -0.308 0.111 -2.272  -0.42
N: 0.342 -0.048 0.864  -0.20
N: -0.899 -0.249 0.917  -0.15
N: -1.490 -0.232 2.148  -0.66
H: 1.882 0.298 -2.168  0.21
H: 2.109 0.543 0.270  0.20
H: -0.270 0.041 -3.264  0.19
H: -1.165 0.006 -1.751  0.20
H: 0.669 0.038 1.839  0.36
H: -2.035 -1.076 2.163  0.38
H: -0.830 -0.010 3.044  0.32

Force components x, y, z for each atom (eV/Å):
1.908 -1.042 0.333
0.785 0.245 0.727
3.429 0.752 2.767
-0.183 1.073 0.932
-1.472 -0.342 -2.222
1.693 0.977 2.256
-2.170 0.419 0.722
-0.369 -0.316 -0.976
-0.136 -0.175 -3.832
-2.807 -0.345 1.473
1.224 0.126 -0.565
-0.107 -0.258 0.954
-1.795 -1.114 -2.569

C3H7N3 | ωB97M-V with the def2-TZVPD basis set

Calculated values
- E_tot (eV) = -7690.983
- energy relative to the best compared isomer or geometry (same formula, charge and spin) (kcal/mol) = 85.2
- LUMO energy (eV) = 1.107
- orbital gap (eV) = 8.757
- highest occupied orbital energy (eV) = -7.6501

Each line ends with the natural charge from an NBO analysis.
Atoms and positions in Å:
N: -1.610 0.397 -0.337  -0.69
N: -0.631 0.267 0.629  -0.14
C: 0.161 -0.893 0.494  -0.28
C: 1.369 -0.433 -0.149  -0.35
C: 1.229 1.031 -0.231  -0.01
N: 0.186 1.448 0.493  -0.45
H: -2.433 0.064 0.084  0.37
H: -1.382 -0.023 -1.227  0.34
H: -0.394 -1.620 -0.037  0.20
H: 0.246 -1.285 1.597  0.19
H: 2.222 -0.902 -0.523  0.22
H: 1.976 1.704 -0.775  0.22
H: -0.353 2.014 -0.138  0.38

Force components x, y, z for each atom (eV/Å):
-0.298 0.636 -0.481
-1.989 1.625 0.936
0.839 -1.420 3.527
0.171 6.623 -1.021
4.800 -5.601 -1.279
-0.747 0.708 0.057
-1.347 -0.509 -0.120
-0.003 -0.356 -0.186
-0.571 -0.999 -0.591
0.453 0.172 -1.814
0.864 -0.994 -0.524
-1.338 -0.875 1.143
-0.832 0.990 0.352

C3H7N3 | ωB97M-V with the def2-TZVPD basis set

Calculated values
- E_tot (eV) = -7693.388
- energy relative to the best compared isomer or geometry (same formula, charge and spin) (kcal/mol) = 29.8
- LUMO energy (eV) = 0.759
- orbital gap (eV) = 10.640
- highest occupied orbital energy (eV) = -9.8808

Each line ends with the natural charge from an NBO analysis.
Atoms and positions in Å:
N: 2.723 1.048 -0.820  -0.34
C: 1.801 0.592 -0.314  0.28
C: 0.609 0.164 0.363  -0.15
N: 0.960 -1.294 -0.080  -0.85
C: -0.701 0.732 -0.232  -0.22
N: -1.811 0.051 0.416  -0.83
H: 0.627 0.397 1.443  0.23
H: 0.193 -1.933 -0.127  0.36
H: 1.677 -1.849 0.408  0.39
H: -0.786 1.808 -0.009  0.21
H: -0.661 0.636 -1.327  0.19
H: -2.691 0.536 0.274  0.37
H: -1.946 -0.857 -0.018  0.35

Force components x, y, z for each atom (eV/Å):
0.428 -0.093 -0.259
0.415 2.743 0.148
0.953 -2.051 -0.338
-1.304 -0.459 0.578
0.428 -0.254 -0.069
-0.376 -0.283 -0.271
0.046 -0.491 -0.405
-0.913 -0.051 0.065
-0.206 1.341 0.166
0.378 -0.411 0.044
-0.064 -0.071 0.149
0.209 0.113 0.041
0.005 -0.032 0.150

C3H7N3 | ωB97M-V with the def2-TZVPD basis set

Calculated values
- E_tot (eV) = -7691.268
- energy relative to the best compared isomer or geometry (same formula, charge and spin) (kcal/mol) = 78.7
- LUMO energy (spin up / spin down) (eV) = 0.274 / 0.275
- orbital gap (spin up / spin down) (eV) = 8.099 / 8.100
- highest occupied orbital energy (spin up / spin down) (eV) = -7.8249 / -7.8250

Each line ends with the natural charge from an NBO analysis.
Atoms and positions in Å:
H: -1.606 1.022 -1.155  0.35
N: -0.594 1.119 -1.184  -0.46
C: 0.034 0.028 -0.559  0.04
C: 0.983 -0.874 -1.259  -0.65
C: -0.287 0.248 0.741  0.27
N: -0.152 -0.495 1.894  -0.81
N: -0.940 1.488 0.727  -0.55
H: -0.271 2.234 0.547  0.36
H: 0.480 -1.630 -1.870  0.22
H: 1.606 -0.280 -1.935  0.24
H: 1.632 -1.385 -0.544  0.22
H: -0.433 -0.018 2.738  0.39
H: -0.454 -1.457 1.859  0.39

Force components x, y, z for each atom (eV/Å):
0.072 -0.016 0.083
-0.061 -0.079 0.533
-0.100 0.226 0.131
0.057 -0.039 -0.062
-0.106 0.158 -0.204
-0.045 -0.053 0.035
0.235 -0.253 -0.413
-0.008 -0.106 -0.081
0.019 0.070 0.065
-0.040 -0.016 0.044
-0.035 0.030 -0.028
0.001 -0.015 -0.086
0.011 0.091 -0.017

C3H7N3 | ωB97M-V with the def2-TZVPD basis set

Calculated values
- E_tot (eV) = -7691.885
- energy relative to the best compared isomer or geometry (same formula, charge and spin) (kcal/mol) = 64.4
- LUMO energy (eV) = -0.386
- orbital gap (eV) = 8.221
- highest occupied orbital energy (eV) = -8.6064

Each line ends with the natural charge from an NBO analysis.
Atoms and positions in Å:
N: 0.583 -0.377 1.913  -0.86
C: 0.467 -0.735 0.506  -0.33
C: -0.537 0.104 -0.211  0.25
N: -0.844 1.252 0.288  -0.65
C: -0.268 0.023 -2.947  -0.23
N: -0.319 -0.090 -4.110  -0.55
H: 0.518 -1.202 2.498  0.38
H: 1.461 0.077 2.125  0.38
H: 0.216 -1.789 0.352  0.24
H: 1.395 -0.577 -0.066  0.26
H: -0.773 -0.108 -1.311  0.28
H: -0.475 1.522 1.198  0.42
H: -1.424 1.899 -0.235  0.43

Force components x, y, z for each atom (eV/Å):
0.216 -0.063 0.118
-0.149 -0.032 -0.112
0.188 0.318 0.062
-0.036 -0.244 -0.052
-0.093 -0.118 -1.280
0.099 0.122 0.915
-0.042 0.205 -0.010
0.023 -0.110 -0.032
-0.015 0.147 0.075
-0.153 -0.072 0.043
0.063 0.056 0.250
-0.153 -0.089 -0.057
0.054 -0.120 0.080

C3H7N3 | ωB97M-V with the def2-TZVPD basis set

Calculated values
- E_tot (eV) = -7693.806
- energy relative to the best compared isomer or geometry (same formula, charge and spin) (kcal/mol) = 20.1
- LUMO energy (eV) = 0.693
- orbital gap (eV) = 10.205
- highest occupied orbital energy (eV) = -9.5122

Each line ends with the natural charge from an NBO analysis.
Atoms and positions in Å:
N: -1.870 2.676 -0.617  -0.35
C: -1.202 1.777 -0.290  0.25
C: -0.658 0.402 0.265  -0.11
N: 0.117 0.477 1.461  -0.85
C: 0.142 -0.459 -0.806  -0.22
N: 1.323 -1.157 -0.280  -0.85
H: -1.651 -0.030 0.420  0.20
H: 0.904 -0.167 1.469  0.41
H: -0.383 0.554 2.331  0.38
H: -0.550 -1.181 -1.253  0.20
H: 0.457 0.226 -1.591  0.21
H: 1.219 -2.167 -0.281  0.37
H: 2.152 -0.950 -0.826  0.38

Force components x, y, z for each atom (eV/Å):
1.340 -1.415 0.447
-0.193 -0.046 0.097
-0.356 0.431 -0.312
0.113 0.620 0.019
-0.217 0.288 -0.219
-0.075 0.007 -0.144
0.141 -0.518 0.136
-0.366 0.134 -0.093
-0.045 -0.064 -0.130
0.018 0.275 0.063
-0.012 -0.061 -0.072
-0.149 0.269 0.045
-0.198 0.079 0.164

Which of these has the lowest E_tot?
number 3

Repeat the sixth record exactly.
C3H7N3 | ωB97M-V with the def2-TZVPD basis set

Calculated values
- E_tot (eV) = -7692.289
- energy relative to the best compared isomer or geometry (same formula, charge and spin) (kcal/mol) = 55.1
- LUMO energy (eV) = 0.777
- orbital gap (eV) = 9.604
- highest occupied orbital energy (eV) = -8.8268

Each line ends with the natural charge from an NBO analysis.
Atoms and positions in Å:
N: -2.357 -1.315 -1.122  -0.38
C: -1.387 -1.014 -0.573  0.25
C: -0.127 -0.688 -0.018  -0.11
N: -1.144 -0.144 1.198  -0.89
C: 0.754 0.353 -0.769  -0.22
N: 1.836 0.738 0.121  -0.83
H: 0.540 -1.555 0.215  0.26
H: -1.650 0.743 1.140  0.39
H: -1.619 -0.772 1.852  0.40
H: 1.217 -0.061 -1.692  0.22
H: 0.096 1.162 -1.115  0.18
H: 2.422 1.455 -0.295  0.37
H: 1.424 1.121 0.964  0.36

Force components x, y, z for each atom (eV/Å):
-0.165 0.001 -0.022
-0.378 -1.485 -3.023
-1.272 0.724 1.403
2.436 0.741 1.190
-0.593 -0.015 0.305
-0.147 0.185 0.108
-0.976 0.742 0.655
0.738 -0.532 -0.708
0.821 -0.131 -0.849
-0.617 -0.314 0.629
0.071 0.109 0.146
-0.094 -0.110 0.048
0.176 0.085 0.118

energy relative to the best compared isomer or geometry (same formula, charge and spin) of number 10 (C3H7N3)?
78.7 kcal/mol

Which formula does entry 8 have?
C3H7N3